No. 1
Molecular formula: C4H8ClFeI2O12S2
Method: DFT, the ωB97M-V functional and the def2-TZVPD basis

Element x y z (Å)
Fe: 1.1322 0.6356 -0.0200
I: 3.5348 0.1916 -0.9748
I: 1.3367 2.5985 1.8987
Cl: -1.5874 -0.6269 -0.6230
O: -1.2982 0.6609 -0.0252
O: -2.6079 -0.4991 -1.5779
O: -0.3044 -0.8697 -1.1326
O: -1.8720 -1.6377 0.3329
C: 1.5055 -2.4968 5.4697
C: 0.0933 -2.6594 4.9096
O: 0.2647 -2.6787 3.4945
S: 1.6796 -2.0925 2.9860
O: 1.4696 -0.9862 1.9557
O: 2.4769 -3.1641 2.4598
O: 2.0248 -1.6073 4.5536
H: 2.0716 -3.3920 5.2121
H: 1.6705 -2.2789 6.5249
H: -0.4584 -1.7288 5.0428
H: -0.3679 -3.6019 5.2048
C: -1.8315 1.6865 -4.2355
C: -1.7203 3.1256 -4.7509
O: -0.5185 3.5445 -4.0780
S: 0.5494 2.4012 -3.6173
O: 0.6184 2.3391 -2.1313
O: 1.7556 2.3374 -4.4504
O: -0.4994 1.1942 -4.0745
H: -2.5072 0.9867 -4.7272
H: -2.4813 1.6570 -3.3609
H: -2.6132 3.6766 -4.4558
H: -1.5160 3.2845 -5.8098

## Properties
Total charge: -1
Orbital gap (alpha / beta) in eV: 7.05 / 7.10
HOMO level (alpha / beta) in eV: -4.8 / -4.9
<S²>: 6.0078
Spin multiplicity: 5
Max |F| in eV/A: 5.7

Results of the Mulliken charge analysis, in e, for atoms 1 through 2: number 1, Fe, carries 1.06; number 2, I, carries -0.49

---

No. 2
Molecular formula: C4H8ClIO
Method: DFT, the ωB97M-V functional and the def2-TZVPD basis

Element x y z (Å)
C: -1.1311 1.4057 -0.0359
C: 0.7995 -1.2628 0.7623
C: 0.3859 1.4683 -0.0277
C: 1.1121 -0.7355 -0.3903
O: 1.0361 0.5145 -0.8562
Cl: -1.8675 -2.8074 -0.4337
I: 2.1171 -1.7398 -1.9866
H: -1.4889 0.9725 0.8097
H: -1.6433 2.3920 0.0730
H: -1.4390 0.7840 -0.9018
H: -0.9062 -1.9223 -0.1285
H: 0.9550 -2.3007 0.9856
H: 0.5041 -0.6234 1.5968
H: 0.8787 1.4932 0.9852
H: 0.6876 2.3616 -0.4519

## Properties
Orbital gap in eV: 9.83
HOMO level in eV: -9.4
Max |F| in eV/A: 3.3

Results of the Mulliken charge analysis, in e, for atoms 1 through 2: number 1, C, carries -0.97; number 2, C, carries -0.96

---

No. 3
Molecular formula: C4H8ClN
Method: DFT, the ωB97M-V functional and the def2-TZVPD basis

Element x y z (Å)
C: 1.4776 0.5338 1.5265
C: 1.0894 -0.0210 0.4182
C: -2.2322 0.1795 -1.5829
C: 1.7196 -1.1957 -0.1902
N: -2.6733 1.1891 -0.9858
Cl: -2.5903 -1.1707 -0.5990
H: 2.2950 0.0574 2.0722
H: 0.8248 1.2464 2.1376
H: 0.2795 0.5341 -0.1465
H: 1.1588 -2.1845 0.2083
H: 2.8167 -1.2022 0.0510
H: 1.6242 -1.2935 -1.2588
H: -2.5196 2.1080 -1.5337
H: -3.2701 1.2192 -0.1168

## Properties
Orbital gap in eV: 9.87
HOMO level in eV: -9.1
Max |F| in eV/A: 5.8

Results of the Mulliken charge analysis, in e, for atoms 1 through 2: number 1, C, carries -0.75; number 2, C, carries 0.28

---

No. 4
Molecular formula: C4H8ClN
Method: DFT, the ωB97M-V functional and the def2-TZVPD basis

Element x y z (Å)
N: -0.5133 1.5721 0.0452
C: -0.6777 0.1617 -0.0420
C: 0.4779 -0.8132 -0.0630
Cl: 2.0155 -0.0598 -0.0099
C: -1.9225 -0.3858 -0.7056
C: -1.7454 -0.4177 0.8098
H: -0.1875 2.0551 -0.8010
H: 0.1861 1.7448 0.8093
H: 0.3706 -1.4567 0.8402
H: 0.3881 -1.4426 -0.9314
H: -1.6364 -1.2723 -1.1661
H: -2.6261 0.2459 -1.3294
H: -2.3770 0.2556 1.1907
H: -1.5820 -1.3874 1.2438

## Properties
Orbital gap in eV: 10.51
HOMO level in eV: -9.5
Max |F| in eV/A: 3.8

Results of the Mulliken charge analysis, in e, for atoms 1 through 2: number 1, N, carries -0.64; number 2, C, carries 0.73

---

No. 5
Molecular formula: C4H8ClN3
Method: DFT, the ωB97M-V functional and the def2-TZVPD basis

Element x y z (Å)
N: 1.4065 -0.6467 1.1699
C: 1.0645 -0.2728 -0.2109
C: 0.6421 -1.5259 -0.9539
N: -0.5593 -1.8675 -1.2653
N: -1.5792 -1.0190 -0.9494
C: -1.3790 -0.0561 0.1204
C: -0.1041 0.7029 -0.2293
Cl: 0.1570 2.0838 0.8827
H: 1.9297 0.1113 1.5983
H: 1.9669 -1.4612 1.1728
H: 1.9245 0.1370 -0.7439
H: 1.4393 -2.1912 -1.2574
H: -2.4600 -1.5409 -0.8603
H: -2.2631 0.6009 0.1534
H: -1.2420 -0.5460 1.1107
H: -0.1820 1.1086 -1.2232

## Properties
Orbital gap in eV: 9.83
HOMO level in eV: -8.9
Max |F| in eV/A: 1.3

Results of the Mulliken charge analysis, in e, for atoms 1 through 2: number 1, N, carries -0.62; number 2, C, carries 0.05

---

No. 6
Molecular formula: C4H8ClN3
Method: DFT, the ωB97M-V functional and the def2-TZVPD basis

Element x y z (Å)
C: -2.1578 1.2291 -0.3628
N: -2.0076 0.1469 0.6237
N: -1.4702 -0.9911 0.0241
C: -0.1227 -1.1455 -0.0946
N: 0.6976 -0.2066 0.1755
C: 2.0511 -0.4857 -0.0260
C: 2.9870 0.4319 0.2380
Cl: 4.6721 0.1063 0.0120
H: -2.9147 0.9579 -1.1137
H: -1.2002 1.4586 -0.8440
H: -2.5098 2.1047 0.1742
H: -1.3117 0.4395 1.3227
H: -2.0136 -1.8017 0.1219
H: 0.2068 -2.1711 -0.4707
H: 2.3462 -1.4686 -0.3781
H: 2.7474 1.3955 0.5980

## Properties
Orbital gap in eV: 9.16
HOMO level in eV: -8.2
Max |F| in eV/A: 1.4

Results of the Mulliken charge analysis, in e, for atoms 1 through 2: number 1, C, carries -0.66; number 2, N, carries -0.49

---

No. 7
Molecular formula: C4H8ClOP
Method: DFT, the ωB97M-V functional and the def2-TZVPD basis

Element x y z (Å)
C: -1.7090 0.3672 0.6814
C: -0.6260 -0.3938 0.4342
C: -0.5688 -1.8197 0.9134
P: 0.9694 0.0966 -0.3072
C: 0.9624 1.6990 -1.2103
O: 1.5985 -1.3587 -1.5081
Cl: 2.3676 0.4648 1.0761
H: -1.6008 1.4298 0.3596
H: -2.6424 -0.0509 1.0661
H: -1.1758 -2.3592 0.1795
H: 0.4540 -2.2202 0.6469
H: -0.9695 -1.9080 1.9081
H: 1.3108 2.4728 -0.5571
H: 1.7243 1.5749 -2.1222
H: -0.0946 2.0055 -1.5602

## Properties
Orbital gap (alpha / beta) in eV: 9.04 / 9.04
HOMO level (alpha / beta) in eV: -9.0 / -9.0
Max |F| in eV/A: 7.3

Results of the Mulliken charge analysis, in e, for atoms 1 through 2: number 1, C, carries -0.68; number 2, C, carries 0.52

---

No. 8
Molecular formula: C4H8CsINO3
Method: DFT, the ωB97M-V functional and the def2-TZVPD basis

Element x y z (Å)
C: 2.3718 -0.7834 0.7153
C: 1.8124 -0.1980 -0.5843
I: 2.8054 1.6187 -1.1388
C: 0.3235 0.0303 -0.5551
O: 0.0012 0.7711 0.6313
C: -1.1364 1.4215 0.7863
O: -1.3361 2.2211 1.6248
O: -2.1376 1.1275 -0.1546
N: -2.8215 -0.1067 0.1082
H: 3.0391 -0.1024 1.2266
H: 2.9207 -1.6984 0.5129
H: 1.5704 -1.0259 1.4077
H: 2.0040 -0.8830 -1.4046
H: -0.1713 -0.9452 -0.5384
H: -0.0036 0.5778 -1.4351
H: -2.4223 -0.7664 -0.5422
H: -2.5903 -0.4372 1.0445
Cs: -4.2295 -0.8213 -1.7046

## Properties
Total charge: +1
Orbital gap in eV: 7.96
HOMO level in eV: -11.9
Max |F| in eV/A: 5.4

Results of the Mulliken charge analysis, in e, for atoms 1 through 2: number 1, C, carries -1.03; number 2, C, carries -0.39

---

No. 9
Molecular formula: C4H8CsO2S
Method: DFT, the ωB97M-V functional and the def2-TZVPD basis

Element x y z (Å)
Cs: 4.2000 -2.1925 -1.9761
C: -1.1913 0.9982 -0.3241
C: -1.2595 0.2226 1.0104
C: 0.0758 -0.4777 1.2825
S: 0.7354 -0.7772 -0.3272
O: 0.0655 -1.8668 -0.9639
O: 2.1939 -0.8088 -0.2964
C: 0.1672 0.7659 -0.9781
H: -1.3229 2.0675 -0.1660
H: -2.0036 0.7027 -0.9861
H: -2.0356 -0.5393 0.9628
H: -1.5164 0.8937 1.8258
H: -0.0152 -1.4036 1.8445
H: 0.8055 0.1585 1.7873
H: 0.2069 0.7519 -2.0647
H: 0.8943 1.5047 -0.6305

## Properties
Total charge: +1
Orbital gap in eV: 10.42
HOMO level in eV: -13.8
Max |F| in eV/A: 0.7

Results of the Mulliken charge analysis, in e, for atoms 1 through 2: number 1, Cs, carries 1.02; number 2, C, carries -0.58

---

No. 10
Molecular formula: C4H8F3N2O
Method: DFT, the ωB97M-V functional and the def2-TZVPD basis

Element x y z (Å)
C: -0.9639 0.1507 -1.1226
C: -0.9211 -0.0191 0.4013
O: -1.2873 -1.1417 0.9908
C: 0.6564 0.1138 0.6804
N: 1.3533 1.2650 0.5059
N: 1.2376 -1.0092 0.9157
C: -1.7406 1.2441 0.9303
F: -1.1584 2.3972 0.4654
F: -1.8049 1.2481 2.2695
F: -2.9344 1.1711 0.4385
H: -0.3923 -0.4839 -1.6835
H: -0.7081 1.1991 -1.3936
H: -1.9439 0.0455 -1.5483
H: -1.9280 -1.0338 1.6937
H: 0.7782 2.1032 0.2848
H: 2.2940 1.2333 0.4323
H: 0.7337 -1.8510 0.9848
H: 2.2168 -0.9476 1.0114

## Properties
Total charge: +1
Orbital gap in eV: 12.41
HOMO level in eV: -16.0
Max |F| in eV/A: 5.9

Results of the Mulliken charge analysis, in e, for atoms 1 through 2: number 1, C, carries -1.49; number 2, C, carries 0.82

---

No. 11
Molecular formula: C4H8FN
Method: DFT, the ωB97M-V functional and the def2-TZVPD basis

Element x y z (Å)
C: 0.1523 -1.5928 -0.9915
C: -0.0447 -0.7235 0.1865
C: 0.5213 0.6794 0.0413
C: -0.0360 1.7588 0.9478
N: 1.4251 -0.2455 0.7228
F: 2.4705 -0.7253 -0.0422
H: -0.6919 -1.8263 -1.6499
H: 0.6945 -2.5851 -0.8220
H: 0.8328 -1.2712 -1.8101
H: -0.5370 -0.7299 1.1292
H: 0.7707 1.0784 -0.8803
H: 0.7475 2.4206 1.2077
H: -0.6850 1.1834 1.7138
H: -0.8077 2.4766 0.3999

## Properties
Orbital gap in eV: 10.53
HOMO level in eV: -9.4
Max |F| in eV/A: 5.0

Results of the Mulliken charge analysis, in e, for atoms 1 through 2: number 1, C, carries -1.19; number 2, C, carries 0.02

---

No. 12
Molecular formula: C4H8FN
Method: DFT, the ωB97M-V functional and the def2-TZVPD basis

Element x y z (Å)
C: -2.5437 0.3506 0.4681
N: -1.1829 0.8107 0.4113
C: -0.2596 0.0051 0.1056
C: 1.2200 0.4082 0.0302
C: 2.0751 -0.5340 -0.8164
F: 1.6694 0.3663 1.3429
H: -2.6532 -0.5250 1.1976
H: -2.9860 -0.0253 -0.4182
H: -3.1780 1.0821 0.8879
H: -0.2250 -1.0484 -0.2252
H: 1.5340 1.4474 -0.1994
H: 1.8573 -1.5218 -0.3310
H: 3.0322 -0.1650 -0.7439
H: 1.6403 -0.6509 -1.7095

## Properties
Orbital gap in eV: 10.88
HOMO level in eV: -9.8
Max |F| in eV/A: 5.5

Results of the Mulliken charge analysis, in e, for atoms 1 through 2: number 1, C, carries -0.80; number 2, N, carries -0.43

---

> max |F| of number 7 (C4H8ClOP)?

7.3 eV/A